A gas-phase ion, C2H4NO2 (charge +1) in a non-equilibrium geometry. Source: the OMol25 dataset; level of theory: wB97M-V/def2-TZVPD.

Structure (XYZ):
```
9
Properties=species:S:1:pos:R:3:forces:R:3
C 0.171767 0.330942 0.544413 -4.036 -1.380 -1.125
C -0.959826 -0.232107 -0.271137 -1.894 5.557 -0.714
N 1.404228 -0.145730 0.148270 0.062 -0.127 1.927
O 2.202038 -0.935494 0.004522 1.691 -1.281 -0.490
O 1.173000 1.043812 -0.224549 1.627 2.297 -2.070
H -0.169607 0.818452 1.413364 0.829 0.170 1.741
H -0.981387 0.388460 -1.293022 -0.107 -1.053 2.202
H -1.945556 -0.093512 0.257496 1.122 -0.043 -0.579
H -0.894661 -1.174821 -0.579355 0.705 -4.140 -0.891
```
Positions in Å, forces in eV/Å.

Values from the calculation:
SMILES: C[C@@H]1O[N+]1=O
F_max (eV/Å): 5.91
Charge: +1
Frontier orbital gap (eV): 11.33
Energy (eV): -7709.89174